# 1
DFT (ωB97M-V with the def2-TZVPD basis set) results for a molecular structure, BCsF4H14O7.

Values from the calculation:
LUMO level	-0.06344	Eh
HOMO	-9.44	eV

Geometry as ORCA input:
```
! wB97M-V def2-TZVPD RIJCOSX def2/J DEFGRID3
* xyz 0 1
Cs -2.559 -3.021 3.255
B -0.240 -0.349 0.694
F -0.879 -1.284 1.490
F 1.087 -0.246 1.172
F -0.066 -0.753 -0.608
F -0.764 0.957 0.706
O 0.734 -2.419 -2.511
H 0.602 -2.127 -1.609
H 0.348 -1.726 -3.047
O -1.911 1.897 2.853
H -1.761 1.454 3.689
H -1.423 1.376 2.215
O -2.765 1.022 -1.046
H -2.374 1.881 -1.210
H -2.289 0.683 -0.288
O 1.599 2.743 1.847
H 1.620 1.984 1.265
H 1.097 2.449 2.607
O 1.846 -3.386 0.576
H 1.573 -2.493 0.789
H 2.234 -3.717 1.385
O -0.059 1.032 -3.105
H -0.516 0.218 -3.319
H -0.417 1.676 -3.715
O 2.150 0.752 -1.363
H 1.582 0.546 -0.620
H 1.551 0.848 -2.103
*
```

---

# 2
DFT (ωB97M-V with the def2-TZVPD basis set) results for 2 unconnected molecules or ions with the total composition C4H8N.

Values from the calculation:
LUMO level (spin up / spin down)	-0.22007 / -0.18720	Eh
HOMO (spin up / spin down)	-13.23 / -14.22	eV
relative energy (zero: lowest compared OMol25 entry of this formula, charge and spin)	108.3	kcal/mol

Geometry as ORCA input:
```
! wB97M-V def2-TZVPD RIJCOSX def2/J DEFGRID3
* xyz 1 1
C -1.316 0.798 0.758
C -1.682 1.306 1.890
C 0.604 -0.137 -0.779
C 1.393 -1.193 0.054
N 0.608 0.020 -2.038
H -1.631 0.257 -0.076
H -2.750 1.485 2.120
H 0.946 -2.108 -0.192
H 1.363 -0.951 1.049
H 2.469 -1.250 -0.344
H 1.079 -0.658 -2.742
H -1.200 1.698 2.834
H 0.116 0.735 -2.533
*
```

---

# 3
DFT (ωB97M-V with the def2-TZVPD basis set) results for C2H6N4O2 in the gas phase.

Values from the calculation:
LUMO level	0.02283	Eh
HOMO	-8.99	eV
relative energy (zero: lowest compared OMol25 entry of this formula, charge and spin)	120.8	kcal/mol

Geometry as ORCA input:
```
! wB97M-V def2-TZVPD RIJCOSX def2/J DEFGRID3
* xyz 0 1
H -0.315 -2.479 -0.916
N 0.205 -1.558 -0.718
C -0.378 -0.942 0.215
N -1.304 -1.558 1.021
O -1.620 -2.912 0.636
O -0.289 0.360 0.616
C 0.656 1.061 -0.073
N 0.522 2.356 -0.083
N 1.465 3.083 -1.022
H -2.296 -1.201 1.298
H -1.557 -3.273 1.544
H 0.980 0.475 -1.061
H 1.435 4.080 -0.428
H 2.496 2.509 -1.030
*
```

---

# 4
DFT (ωB97M-V with the def2-TZVPD basis set) results for C17H21N3O3S in the gas phase.

Values from the calculation:
LUMO level	0.02383	Eh
HOMO	-8.15	eV
relative energy (zero: lowest compared OMol25 entry of this formula, charge and spin)	59.3	kcal/mol

Geometry as ORCA input:
```
! wB97M-V def2-TZVPD RIJCOSX def2/J DEFGRID3
* xyz 0 1
C -7.035 -0.613 -1.797
O -6.005 -1.368 -1.210
C -5.048 -0.712 -0.489
C -5.009 0.660 -0.277
C -3.985 1.211 0.476
C -2.992 0.422 1.034
C -1.867 1.039 1.813
C -0.694 1.400 0.878
N -0.184 0.251 0.177
C 0.607 -0.568 0.734
N 1.219 -0.480 1.958
N 0.971 -1.698 0.005
S 2.491 -2.397 0.133
O 2.672 -2.809 1.498
O 2.549 -3.384 -0.898
C 3.599 -1.050 -0.239
C 4.282 -0.406 0.772
C 5.095 0.670 0.458
C 5.224 1.103 -0.856
C 6.102 2.264 -1.206
C 4.526 0.433 -1.859
C 3.712 -0.641 -1.554
C -3.038 -0.950 0.814
C -4.048 -1.512 0.065
H -7.669 -1.331 -2.316
H -7.630 -0.086 -1.043
H -6.643 0.111 -2.520
H -5.764 1.311 -0.689
H -3.967 2.281 0.631
H -1.522 0.335 2.575
H -2.205 1.951 2.310
H 0.088 1.917 1.455
H -1.060 2.084 0.107
H 0.773 0.094 2.653
H 1.663 -1.327 2.287
H 0.568 -1.717 -0.919
H 4.177 -0.760 1.785
H 5.636 1.177 1.244
H 5.528 3.029 -1.726
H 6.903 1.943 -1.870
H 6.544 2.704 -0.316
H 4.624 0.761 -2.883
H 3.173 -1.178 -2.318
H -2.270 -1.584 1.231
H -4.089 -2.576 -0.109
*
```

---

# 5
DFT (ωB97M-V with the def2-TZVPD basis set) results for a molecular structure, C42H52BF3N6SbZr.

Values from the calculation:
LUMO level	-0.34596	Eh
HOMO	-16.23	eV

Geometry as ORCA input:
```
! wB97M-V def2-TZVPD RIJCOSX def2/J DEFGRID3
* xyz 3 1
Zr 0.363 0.017 0.574
C 2.905 -3.303 4.143
C 1.935 -3.008 3.055
C 1.043 -3.888 2.441
C 0.326 -3.153 1.534
N 0.782 -1.851 1.541
N 1.764 -1.798 2.519
B 2.337 -0.454 3.016
N 1.154 0.460 3.437
N 0.182 0.819 2.528
C -0.717 1.606 3.186
C -0.320 1.741 4.493
C 0.863 1.006 4.623
C 1.705 0.828 5.836
C -1.894 2.179 2.464
C -1.793 3.712 2.449
C -1.855 1.657 1.032
C -3.196 1.734 3.142
N 3.090 0.220 1.857
N 2.422 0.611 0.717
C 3.327 1.317 -0.036
C 4.545 1.307 0.594
C 4.362 0.619 1.796
C 5.363 0.361 2.867
C 2.916 2.011 -1.294
C 3.636 1.399 -2.504
C 3.234 3.508 -1.179
C 1.418 1.813 -1.443
C -0.826 -3.606 0.692
C -0.313 -4.342 -0.555
C -1.614 -2.377 0.283
C -1.733 -4.535 1.509
H 2.956 -4.376 4.305
H 3.902 -2.941 3.900
H 2.595 -2.834 5.078
H 0.928 -4.933 2.668
H 3.060 -0.629 3.937
H -0.807 2.297 5.274
H 1.233 1.315 6.685
H 1.841 -0.226 6.074
H 2.690 1.271 5.694
H -0.871 4.049 1.970
H -2.641 4.138 1.914
H -1.806 4.107 3.463
H -0.958 2.036 0.500
H -1.960 0.554 1.002
H -2.684 2.042 0.438
H -3.232 2.085 4.173
H -4.054 2.157 2.620
H -3.294 0.647 3.154
H 5.458 1.765 0.256
H 6.342 0.701 2.541
H 5.103 0.896 3.781
H 5.425 -0.700 3.104
H 4.714 1.510 -2.401
H 3.412 0.335 -2.610
H 3.333 1.911 -3.416
H 4.305 3.668 -1.067
H 2.913 4.026 -2.083
H 2.733 3.961 -0.322
H 1.225 0.731 -1.585
H 0.866 2.255 -0.591
H 1.015 2.287 -2.337
H 0.334 -3.706 -1.165
H 0.255 -5.227 -0.272
H -1.154 -4.664 -1.168
H -0.977 -1.737 -0.363
H -2.460 -2.625 -0.357
H -2.001 -1.818 1.145
H -1.213 -5.452 1.778
H -2.081 -4.055 2.424
H -2.600 -4.815 0.912
F -2.550 5.710 -4.626
C -2.294 4.534 -4.076
C -3.162 4.042 -3.115
C -2.885 2.813 -2.540
C -1.750 2.096 -2.921
C -0.901 2.608 -3.901
C -1.171 3.835 -4.486
Sb -1.395 0.208 -2.061
C -3.249 -0.778 -2.090
C -3.410 -1.864 -2.948
C -4.614 -2.550 -2.984
C -5.639 -2.136 -2.151
F -6.789 -2.792 -2.176
C -5.503 -1.061 -1.287
C -4.296 -0.382 -1.258
C -0.193 -0.824 -3.433
C 0.921 -1.516 -2.955
C 1.742 -2.225 -3.814
C 1.424 -2.230 -5.163
F 2.205 -2.901 -5.993
C 0.323 -1.559 -5.669
C -0.490 -0.854 -4.796
H -4.041 4.612 -2.847
H -3.588 2.411 -1.821
H -0.032 2.052 -4.234
H -0.537 4.249 -5.258
H -2.607 -2.183 -3.602
H -4.771 -3.387 -3.649
H -6.337 -0.770 -0.663
H -4.196 0.460 -0.583
H 1.164 -1.524 -1.885
H 2.607 -2.772 -3.467
H 0.116 -1.601 -6.730
H -1.358 -0.337 -5.186
*
```

---

# 6
DFT (ωB97M-V with the def2-TZVPD basis set) results for C3H6ClFN2S in the gas phase.

Values from the calculation:
LUMO level	0.02267	Eh
HOMO	-9.44	eV
relative energy (zero: lowest compared OMol25 entry of this formula, charge and spin)	26.9	kcal/mol

Geometry as ORCA input:
```
! wB97M-V def2-TZVPD RIJCOSX def2/J DEFGRID3
* xyz 0 1
H 1.669 0.010 -1.852
N 1.527 -0.444 -0.963
C 0.754 0.388 -0.388
N 0.115 1.470 -0.914
S -0.953 2.544 -0.136
C 0.429 -0.330 0.982
F -0.222 0.414 1.961
C -0.464 -1.557 0.681
Cl -1.829 -1.058 -0.270
H 0.495 1.754 -1.852
H -2.113 1.810 -0.208
H 1.335 -0.726 1.377
H 0.056 -2.240 -0.039
H -0.799 -2.033 1.621
*
```

---

For reference, max |F| by record: 2.7 5.1 4.9 1.2 0.4 3.7 eV/A.